(1)
Entry from the Open Molecules 2025 dataset: a 13-piece molecular cluster, C30H92N6O13 overall at a distorted geometry (ωB97M-V/def2-TZVPD).

Each line ends with the Mulliken spin population.
Cartesian coordinates (Å):
C  -0.967  0.284  -0.377  0.09
C  -0.011  0.246  0.817  0.18
O  -0.133  -0.925  1.539  -0.33
H  -0.735  -0.634  -0.917  0.06
H  -0.733  1.152  -0.994  -0.07
H  -1.996  0.305  -0.017  -0.02
H  -0.142  1.077  1.511  0.06
H  1.013  0.313  0.450  0.11
H  0.721  -1.054  1.958  0.05
C  -0.576  -4.636  0.517  -0.01
C  0.893  -4.346  0.338  -0.02
O  1.101  -4.603  -1.025  0.00
H  -0.788  -5.704  0.576  0.00
H  -1.219  -4.267  -0.282  0.00
H  -0.975  -4.224  1.444  0.00
H  1.551  -4.958  0.954  0.01
H  1.084  -3.321  0.657  0.04
H  1.970  -4.275  -1.269  0.02
C  3.625  -1.835  -1.010  0.90
C  4.479  -3.135  -0.740  0.20
O  3.908  -4.281  -1.285  -0.18
H  3.610  -1.510  -2.050  -0.50
H  4.059  -0.969  -0.509  -0.19
H  2.654  -1.837  -0.516  0.13
H  4.809  -3.229  0.295  0.03
H  5.437  -2.974  -1.234  -0.03
H  4.484  -4.565  -1.999  0.04
C  3.425  -3.408  4.071  0.01
C  2.097  -2.647  3.701  -0.09
C  1.389  -1.964  4.878  -0.05
O  0.922  -2.946  5.845  0.00
C  0.392  -2.359  6.988  0.00
N  2.342  -1.647  2.660  0.12
H  4.184  -2.802  4.566  -0.01
H  3.899  -3.696  3.133  0.03
H  3.160  -4.363  4.526  0.00
H  1.361  -3.382  3.374  -0.01
H  0.473  -1.487  4.529  0.00
H  1.950  -1.150  5.338  0.02
H  -0.166  -1.433  6.854  0.00
H  1.082  -2.229  7.822  0.00
H  -0.316  -3.144  7.254  0.00
H  2.967  -2.278  2.179  0.03
H  3.047  -1.002  2.990  -0.10
C  3.113  -0.273  -7.175  0.02
C  3.600  -0.805  -5.778  0.13
C  2.439  -1.285  -4.910  -0.10
O  1.746  -0.100  -4.557  0.03
C  0.944  -0.434  -3.393  -0.43
N  4.588  -1.892  -5.914  -0.04
H  3.880  0.441  -7.476  0.00
H  2.172  0.247  -6.997  -0.01
H  2.897  -1.000  -7.958  0.00
H  4.151  -0.053  -5.213  0.01
H  2.916  -1.736  -4.040  0.06
H  1.905  -2.111  -5.379  -0.01
H  1.514  -0.223  -2.488  0.16
H  0.607  -1.464  -3.282  0.00
H  0.034  0.143  -3.226  0.01
H  5.239  -1.622  -6.637  0.00
H  4.017  -2.599  -6.354  -0.01
C  3.315  0.803  7.273  0.01
C  3.076  2.252  6.764  -0.05
C  2.589  2.287  5.337  0.08
O  1.351  1.672  5.235  -0.14
C  0.875  1.647  3.901  0.36
N  2.257  2.916  7.733  0.00
H  2.309  0.386  7.218  0.00
H  3.534  0.813  8.341  0.00
H  4.025  0.154  6.761  0.00
H  3.972  2.856  6.905  -0.02
H  3.299  1.993  4.565  -0.01
H  2.324  3.316  5.092  0.04
H  0.844  2.617  3.406  0.05
H  -0.122  1.207  3.936  0.03
H  1.530  0.999  3.318  -0.02
H  1.324  2.560  7.586  0.00
H  2.104  3.853  7.389  0.00
C  -6.336  -4.657  -5.265  0.00
C  -5.164  -3.608  -5.200  0.01
C  -4.136  -3.879  -4.012  0.00
O  -3.441  -2.658  -3.704  -0.03
C  -2.482  -2.800  -2.668  0.05
N  -4.584  -3.586  -6.508  0.00
H  -7.094  -4.430  -6.015  0.00
H  -6.965  -4.759  -4.380  0.00
H  -5.873  -5.626  -5.450  0.00
H  -5.549  -2.597  -5.069  0.00
H  -3.435  -4.667  -4.285  0.00
H  -4.672  -4.290  -3.156  0.00
H  -2.999  -2.894  -1.713  -0.01
H  -1.822  -1.933  -2.668  0.00
H  -1.845  -3.673  -2.802  0.01
H  -4.394  -4.545  -6.762  0.00
H  -3.643  -3.218  -6.512  0.00
C  2.228  4.534  -2.931  0.38
C  1.636  3.149  -3.416  -0.35
C  0.741  3.203  -4.620  -0.06
O  -0.567  3.659  -4.338  -0.01
C  -1.369  3.617  -5.467  0.04
N  2.768  2.389  -3.855  0.16
H  2.928  4.971  -3.643  -0.01
H  2.740  4.429  -1.975  -0.16
H  1.396  5.238  -2.947  0.04
H  1.207  2.595  -2.580  0.23
H  0.511  2.273  -5.141  0.04
H  1.221  3.874  -5.331  -0.01
H  -1.738  2.599  -5.594  -0.01
H  -0.758  3.938  -6.312  0.00
H  -2.263  4.238  -5.429  0.00
H  3.323  2.270  -3.020  -0.10
H  2.492  1.447  -4.094  0.06
C  -4.641  5.722  4.778  0.00
C  -4.244  5.990  3.364  -0.01
C  -4.174  4.639  2.660  0.03
O  -3.254  3.727  3.278  -0.08
C  -2.932  2.538  2.575  0.00
N  -5.318  6.828  2.834  0.00
H  -5.588  5.182  4.768  0.00
H  -4.933  6.633  5.300  0.00
H  -3.938  5.107  5.338  0.00
H  -3.305  6.543  3.386  0.00
H  -3.814  4.757  1.638  0.01
H  -5.155  4.169  2.602  0.02
H  -3.797  1.948  2.273  0.07
H  -2.282  1.953  3.225  0.00
H  -2.474  2.665  1.594  0.00
H  -6.149  6.255  2.875  0.00
H  -5.178  6.829  1.834  0.00
O  -3.481  2.598  -0.920  -0.04
H  -3.697  1.818  -0.408  0.01
H  -4.102  2.587  -1.648  0.00
O  -4.591  0.269  0.405  -0.07
H  -5.272  0.418  1.061  0.02
H  -5.018  0.456  -0.431  0.05
O  -2.809  -1.141  2.011  0.01
H  -1.967  -0.793  1.717  0.00
H  -3.458  -0.538  1.648  0.03
O  3.392  2.021  0.865  -0.53
H  2.823  2.779  0.730  0.10
H  3.593  1.711  -0.018  0.40

As for the charge: -1. The calculation puts the frontier orbital gap (alpha / beta) at 0.0583 / 0.3009 Eh. As for the spin multiplicity: 2. For the HOMO energy (alpha / beta), the calculation gives 0.2 / -6.5 eV.

=====

(2)
Entry from the Open Molecules 2025 dataset: C31H11F15GeN3O5PdS2 as an isolated structure (ωB97M-V/def2-TZVPD).

Each line ends with the natural charge from an NBO analysis.
Cartesian coordinates (Å):
Pd  0.576  0.324  0.543  0.89
O  -4.506  -1.169  -2.535  -0.61
C  -3.335  -0.821  -2.000  0.38
C  -2.115  -0.955  -2.663  -0.27
C  -0.962  -0.559  -2.025  0.09
N  -0.956  -0.065  -0.777  -0.44
C  -2.134  0.059  -0.142  0.13
C  -3.334  -0.294  -0.711  -0.23
C  -2.094  0.625  1.263  0.74
O  -3.102  0.770  1.904  -0.56
O  -0.891  0.935  1.681  -0.68
C  0.338  -0.687  -2.775  0.78
O  0.483  -1.386  -3.722  -0.48
O  1.326  0.148  -2.301  -0.68
H  -4.400  -1.519  -3.429  0.50
H  -2.040  -1.354  -3.666  0.26
H  -4.243  -0.157  -0.141  0.28
C  3.719  1.977  4.712  -0.59
C  2.317  1.373  4.589  -0.52
C  1.979  1.022  3.214  0.51
N  1.716  0.748  2.138  -0.42
H  3.921  2.186  5.760  0.24
H  3.793  2.908  4.153  0.23
H  4.477  1.288  4.344  0.22
H  1.550  2.068  4.932  0.27
H  2.218  0.463  5.183  0.27
S  -0.210  -4.858  1.767  0.47
C  -1.105  -3.782  2.741  -0.44
C  -0.814  -2.500  2.400  -0.07
N  0.099  -2.359  1.384  -0.50
C  0.494  -3.525  0.963  -0.16
H  -1.785  -4.134  3.499  0.26
H  -1.240  -1.619  2.860  0.23
H  1.215  -3.662  0.170  0.22
F  4.295  1.361  1.025  -0.32
C  4.726  2.273  0.139  0.41
C  4.710  1.962  -1.210  -0.62
C  5.240  2.909  -2.079  0.43
F  5.345  2.649  -3.382  -0.30
C  5.712  4.131  -1.633  0.26
F  6.206  5.016  -2.485  -0.27
C  5.684  4.416  -0.276  0.33
F  6.139  5.572  0.166  -0.26
C  5.197  3.477  0.620  0.25
F  5.202  3.735  1.925  -0.28
Ge  4.190  0.178  -1.755  1.51
S  2.118  -0.538  -0.977  0.27
C  5.371  -1.089  -0.890  -0.59
C  5.041  -1.781  0.260  0.35
F  3.832  -1.602  0.830  -0.31
C  5.921  -2.652  0.873  0.27
F  5.576  -3.304  1.976  -0.27
C  7.181  -2.832  0.322  0.32
F  8.035  -3.659  0.896  -0.26
C  7.552  -2.139  -0.822  0.26
F  8.760  -2.306  -1.337  -0.27
C  6.643  -1.275  -1.402  0.42
F  7.001  -0.596  -2.498  -0.30
C  3.910  -0.082  -3.644  -0.62
C  4.293  -1.249  -4.287  0.43
F  4.922  -2.214  -3.607  -0.31
C  4.034  -1.468  -5.628  0.25
F  4.417  -2.591  -6.219  -0.27
C  3.356  -0.499  -6.349  0.33
F  3.093  -0.696  -7.628  -0.26
C  2.941  0.672  -5.732  0.25
F  2.273  1.585  -6.424  -0.27
C  3.217  0.861  -4.394  0.43
F  2.773  1.980  -3.816  -0.30

As for the charge: +1. The calculation puts the frontier orbital gap at 0.3031 Eh. For the HOMO energy, the calculation gives -12.0 eV.

=====

Results for total energy: -68153.101 -169453.747 (in eV, following the order of the records).